Below is an isolated molecule of C3H3NO2S, with properties calculated with wB97M-V/def2-TZVPD.

Atoms and positions in Å:
C 0.2732 1.1035 1.7979
N 0.3964 0.7039 0.5862
O -0.8181 0.0252 0.3095
C -0.8176 -0.5394 -0.9412
S -2.1830 -1.0878 -1.5879
C 0.5598 -0.8703 -1.4720
O 0.8920 -0.5032 -2.5841
H -0.6615 0.9811 2.3839
H 1.1018 1.6922 2.3160
H 1.2570 -1.5054 -0.8083

HOMO level = -9.36 eV
SMILES = C=NOC(=S)C=O
E_LUMO = -0.65 eV
ΔE to the lowest compared entry with this formula, charge and spin = 415.5 kJ/mol


Below is a structure of composition C3H5NOSe, with properties calculated with wB97M-V/def2-TZVPD.

Atoms and positions in Å:
C 0.3578 1.1136 0.1382
C 1.7140 0.6617 -0.1601
C -0.1917 -1.2518 0.2529
N -0.5278 0.0162 0.1255
O -0.1341 2.2276 -0.1084
Se 1.6629 -1.3041 0.0541
H 1.9274 0.8864 -1.1698
H 2.5852 1.0794 0.3158
H -2.7952 -1.6979 0.0205
H -3.0629 -2.1283 0.4625
H -1.5356 0.3971 0.0687

HOMO level = -9.13 eV
E_LUMO = -0.14 eV
ΔE to the lowest compared entry with this formula, charge and spin = 249.1 kJ/mol


Below is an isolated molecule of C5H5NO2, with properties calculated with wB97M-V/def2-TZVPD.

Atoms and positions in Å:
C 0.8905 0.6392 2.0521
C -0.2046 0.9393 1.0496
O -0.8579 1.9264 1.0351
C -0.1457 -0.0371 -0.1286
N -1.2112 -0.5359 -0.6642
C -0.6442 -1.3249 -1.6526
C 0.7576 -1.2569 -1.6518
O 1.0133 -0.4247 -0.5453
H 0.5427 -0.3646 2.6223
H 1.7823 0.6952 1.8514
H 0.7974 1.2865 2.8881
H -1.4078 -1.7791 -2.4512
H 1.5989 -1.8571 -2.1908

HOMO level = -9.68 eV
SMILES = CC(=O)c1ncco1
E_LUMO = 0.58 eV
ΔE to the lowest compared entry with this formula, charge and spin = 286.8 kJ/mol


Below is an isolated molecule of C6H11FN2O2, with properties calculated with wB97M-V/def2-TZVPD.

Atoms and positions in Å:
C 1.2217 0.3313 2.2770
C 0.3190 -0.3862 1.3293
C 1.0738 -1.0813 0.1242
C 0.0262 -1.2189 -0.9813
F -0.7321 -2.3077 -0.6592
C -0.7257 0.1619 -0.8978
N -2.0712 0.1197 -1.2850
C -0.0057 1.2038 -1.6783
O 0.3770 1.0717 -2.8093
O 0.2198 2.3037 -0.9194
N -0.6494 0.4855 0.5993
H 1.5678 1.2424 1.6069
H 1.9659 -0.2960 2.8917
H 0.6083 0.9301 3.0062
H -0.2216 -1.1855 1.7481
H 1.4079 -2.1016 0.3046
H 1.7911 -0.4533 -0.2564
H 0.4709 -1.4396 -1.9858
H -2.1335 0.6136 -2.1856
H -2.6529 -0.6354 -1.0995
H -0.2316 2.1697 -0.1294
H -1.6258 0.4720 0.9996

HOMO level = -9.39 eV
SMILES = C[C@@H]1C[C@@H](F)[C@](N)(C(=O)O)N1
E_LUMO = 0.81 eV
ΔE to the lowest compared entry with this formula, charge and spin = 0.0 kJ/mol


Number 1: molar mass 117.1 Da, HOMO-LUMO gap 8.706 eV, strongest force on any atom 2.1 eV Å⁻¹. Number 2: molar mass 150.0 Da, HOMO-LUMO gap 8.991 eV, strongest force on any atom 4.7 eV Å⁻¹. Number 3: molar mass 111.1 Da, HOMO-LUMO gap 10.255 eV, strongest force on any atom 12.4 eV Å⁻¹. Number 4: molar mass 162.2 Da, HOMO-LUMO gap 10.198 eV, strongest force on any atom 4.5 eV Å⁻¹.